1.
DFT (wB97M-V/def2-TZVPD) results for the molecule C27H31N5O2.

Each line ends with the Mulliken charge.
CARTESIAN COORDINATES (ANGSTROEM)
C 6.7815 0.7140 -0.3621  -1.55
C 5.2953 0.8822 -0.2944  1.06
C 4.5183 0.7138 -1.4376  -0.76
C 3.1486 0.8651 -1.3938  -0.53
C 2.5262 1.1950 -0.1939  0.12
C 3.2839 1.3452 0.9591  -0.12
C 4.6582 1.1927 0.8990  -1.04
H 5.2412 1.3088 1.8014  0.28
H 2.8097 1.5505 1.9055  0.50
N 1.1281 1.3389 -0.1911  0.95
C 0.3741 2.2770 0.4415  0.98
C -0.9400 2.0179 0.0632  0.93
C -0.8477 0.8970 -0.8086  -0.13
N 0.4098 0.5122 -0.9483  -0.86
C -2.0256 0.3202 -1.4269  0.04
O -2.0625 -0.6687 -2.1440  -0.69
N -3.1680 1.0256 -1.1107  0.85
N -3.2630 2.0774 -0.2893  -1.03
C -2.2340 2.5773 0.3032  0.58
C -2.4661 3.7391 1.2117  -1.56
H -3.5351 3.8999 1.3114  0.40
H -2.0369 3.5426 2.1919  0.37
H -2.0087 4.6404 0.8045  0.30
C -4.4409 0.5946 -1.6589  -1.07
H -4.9984 1.4901 -1.9419  0.39
C -5.2498 -0.2236 -0.6527  -0.66
H -5.4507 0.3837 0.2325  0.39
H -6.2004 -0.4878 -1.1181  0.42
C -4.5052 -1.4880 -0.2168  -0.41
C -3.5375 -1.1859 0.9182  0.28
O -3.8854 -0.6171 1.9356  -0.72
N -2.2836 -1.6508 0.7386  0.16
H -1.9747 -1.9535 -0.1736  0.16
C -1.2738 -1.5353 1.7632  -0.35
H -1.8074 -1.4005 2.7081  0.45
H -0.6492 -0.6491 1.5896  -0.12
C -0.3918 -2.7912 1.7956  -1.34
C 0.6425 -2.7371 0.7040  0.96
C 0.3218 -3.1948 -0.5673  -0.58
C 1.2217 -3.1013 -1.6122  -0.88
C 2.4745 -2.5635 -1.3860  -0.72
C 2.8123 -2.1248 -0.1192  -0.52
C 1.9077 -2.1896 0.9311  1.13
C 2.3154 -1.6915 2.2877  -2.15
H 1.6176 -0.9414 2.6567  0.28
H 3.3082 -1.2501 2.2434  0.41
H 2.3383 -2.5102 3.0074  0.51
H 3.7974 -1.7165 0.0595  0.56
H 3.1909 -2.4882 -2.1906  0.44
H 0.9433 -3.4476 -2.5957  0.42
H -0.6467 -3.6423 -0.7422  0.43
H -1.0329 -3.6651 1.6643  0.41
H 0.0835 -2.8658 2.7728  0.43
H -3.9859 -1.9371 -1.0630  0.26
H -5.2243 -2.2089 0.1791  0.47
H -4.2185 -0.0043 -2.5451  0.40
C 0.9332 3.3727 1.2727  -2.14
H 0.3204 4.2636 1.1619  0.46
H 1.9517 3.6052 0.9671  0.48
H 0.9394 3.1023 2.3297  0.30
H 2.5394 0.7202 -2.2714  0.48
H 4.9980 0.4593 -2.3711  0.42
H 7.2388 0.8706 0.6115  0.37
H 7.0334 -0.2876 -0.7084  0.34
H 7.2108 1.4247 -1.0670  0.35

Cartesian forces (eV/Å) of the 6 atoms listed first:
C 0.02 -0.01 -0.03
C -0.04 -0.02 0.06
C -0.05 0.05 0.13
C -0.08 0.13 0.05
C 0.89 -0.06 -0.06
C -0.28 -0.03 -0.16

Calculated values
- highest occupied orbital energy (Ha) = -0.3035
- charge = 0
- energy above the lowest of the compared OMol25 structures with the same formula, charge and spin (kcal/mol) = 2.8
- SMILES = Cc1ccc(-n2nc3c(=O)n(CCCC(=O)NCCc4ccccc4C)nc(C)c3c2C)cc1
- orbital gap (hartree) = 0.319
- E (a.u.) = -1471.77769


2.
DFT (wB97M-V/def2-TZVPD) results for a 2-piece molecular cluster, C6H10O overall.

Each line ends with the Mulliken charge.
CARTESIAN COORDINATES (ANGSTROEM)
O 1.2398 -1.3165 1.5138  -0.53
C 1.5832 -1.0743 0.3791  -0.10
C 1.5222 0.3030 -0.2501  -0.61
C 0.4589 1.2081 0.3842  -0.38
C -0.8303 1.2269 -0.3889  -0.16
C -0.5191 -1.9699 -1.1431  -0.46
C -2.0374 0.9565 0.1078  -0.80
H 2.0530 -1.8529 -0.2528  0.44
H 2.5264 0.7319 -0.1207  0.37
H 1.3667 0.1849 -1.3275  0.35
H 0.8395 2.2362 0.4400  0.26
H 0.2807 0.8719 1.4117  0.33
H -0.7504 1.5415 -1.4321  0.29
H -1.1185 -2.0054 -2.0765  0.22
H -1.0933 -2.6177 -0.4460  0.24
H -2.9364 1.0601 -0.4952  0.28
H -2.1724 0.6710 1.1492  0.26

Cartesian forces (eV/Å) of the 6 atoms listed first:
O 0.11 0.08 -0.48
C 0.05 0.00 0.35
C -0.01 0.02 0.02
C -0.03 0.05 0.07
C -0.15 -0.04 0.03
C -0.44 -0.24 -0.17

Calculated values
- highest occupied orbital energy (alpha / beta) (Ha) = -0.3453 / -0.3463
- charge = 0
- energy above the lowest of the compared OMol25 structures with the same formula, charge and spin (kcal/mol) = 122.6
- orbital gap (alpha / beta) (hartree) = 0.306 / 0.306
- E (a.u.) = -309.64703


3.
DFT (wB97M-V/def2-TZVPD) results for the molecule C5H8O.

Each line ends with the Mulliken charge.
CARTESIAN COORDINATES (ANGSTROEM)
C -1.6490 -0.1615 -0.2361  -0.51
C -0.8740 0.8686 0.6550  -0.75
C -0.3627 -1.0021 -0.5472  -0.07
C 0.5658 -0.1691 0.1843  0.51
C 1.9683 0.2646 -0.0135  -1.16
O 0.1948 -1.4636 0.6276  -0.46
H -2.2839 -0.9653 0.1875  0.23
H -2.2352 0.3821 -0.9546  0.30
H -1.0047 1.7972 0.2252  0.40
H -1.1844 0.7563 1.6352  0.28
H -0.2715 -1.5871 -1.5047  0.36
H 2.5765 -0.3703 -0.6355  0.34
H 2.5270 0.3686 0.9322  0.27
H 2.0330 1.2817 -0.5555  0.25

Cartesian forces (eV/Å) of the 6 atoms listed first:
C 0.63 -1.78 0.84
C 1.95 -5.05 -1.89
C -1.57 1.09 -3.47
C -1.97 2.41 0.75
C 0.83 1.91 -0.19
O 0.40 -0.10 1.09

Calculated values
- highest occupied orbital energy (Ha) = -0.3525
- charge = 0
- energy above the lowest of the compared OMol25 structures with the same formula, charge and spin (kcal/mol) = 79.0
- SMILES = C[C@@]12CC[C@@H]1O2
- orbital gap (hartree) = 0.393
- E (a.u.) = -270.43198


4.
DFT (wB97M-V/def2-TZVPD) results for C48H39BrN4O2OsSTe as an isolated structure.

Each line ends with the Mulliken charge.
CARTESIAN COORDINATES (ANGSTROEM)
Os -20.1652 11.4625 -2.8300  1.24
Br -23.0152 14.6529 -9.0473  -0.18
C -22.1268 13.8792 -7.6226  -0.22
C -21.0429 13.0365 -8.0161  -0.46
C -20.3194 12.3645 -7.0520  -0.77
C -20.6848 12.4369 -5.7319  0.40
O -19.9808 11.7785 -4.8404  -0.60
C -21.7540 13.2862 -5.3041  0.65
C -22.2657 13.3834 -3.9419  0.02
N -21.8539 12.6794 -2.9076  0.14
C -22.2830 13.0915 -1.6243  0.73
C -23.3210 13.9734 -1.3493  -1.40
C -23.7547 14.1124 -0.0286  -0.90
C -23.1945 13.4092 1.0511  -1.01
C -22.1398 12.5080 0.8212  0.88
C -21.5955 11.6555 1.7891  -1.11
C -20.4777 10.8503 1.4519  -1.03
C -19.9776 10.8605 0.1371  -0.37
N -20.5786 11.5866 -0.8203  0.28
C -21.6619 12.3885 -0.5310  0.63
C -22.3817 14.0943 -6.2832  -1.13
H -20.7804 12.9579 -9.0598  0.46
H -19.5443 11.6259 -7.3392  0.39
H -23.1237 14.0396 -3.7620  0.10
H -23.7182 14.6247 -2.1396  0.37
H -24.5414 14.8587 0.1418  0.38
H -23.5540 13.5978 2.0663  0.46
H -22.1311 11.5434 2.7467  0.39
H -19.9422 10.2294 2.1449  0.79
H -19.1943 10.1754 -0.1646  0.47
H -23.1182 14.8319 -6.0175  0.52
S -17.1241 14.5289 -1.4108  -0.24
C -18.4464 15.3983 -1.9928  -0.51
C -19.4124 14.6344 -2.6065  -1.06
C -19.1150 13.2384 -2.5646  0.16
C -17.8857 13.0461 -2.0005  0.20
C -17.3218 11.7095 -1.8967  0.99
C -16.0882 11.2933 -1.2888  -0.82
C -15.7373 9.9434 -1.3524  -0.47
C -16.5692 9.0375 -2.0274  -0.88
C -17.7576 9.4351 -2.5594  -0.13
N -18.1745 10.7290 -2.5232  -0.05
H -18.3828 16.4858 -1.7874  0.42
H -20.2688 15.0319 -3.0923  0.52
H -15.4871 12.1235 -0.9169  0.42
H -14.7879 9.6572 -0.8661  0.42
H -16.3242 7.9884 -2.0214  0.45
H -18.3251 8.7200 -3.1837  0.42
C -20.1387 5.4091 6.7502  -1.46
C -20.7914 5.8150 5.5078  0.47
C -20.1546 6.6190 4.5848  -1.21
C -20.5947 6.8285 3.2750  1.68
C -19.6625 7.4635 2.3290  -1.68
C -21.8727 6.3650 2.9647  0.28
Te -22.5442 6.8553 1.0145  0.85
N -20.7726 9.8465 -3.0841  0.58
C -21.7988 9.4188 -3.9157  0.21
O -22.6911 10.1901 -4.3335  -0.63
C -21.7226 7.9947 -4.1719  0.48
C -21.0481 7.1046 -3.3523  -0.05
C -21.1882 5.7459 -3.5896  -0.93
C -22.0887 5.2943 -4.5411  -0.52
C -22.7774 6.1961 -5.3396  -0.56
C -22.5948 7.5283 -5.2158  -0.53
C -24.1868 8.0625 1.5554  0.61
C -24.3683 8.3589 2.9091  -0.87
C -25.4886 8.9936 3.3554  -0.97
C -26.4515 9.4395 2.4294  -0.58
C -26.2438 9.1991 1.0740  -0.72
C -25.1590 8.4827 0.6089  1.03
C -24.9729 8.1457 -0.8539  -1.73
C -22.6681 5.6751 3.9298  0.92
C -24.0598 5.2683 3.6633  -1.48
C -22.0611 5.3685 5.1593  -0.89
H -19.8012 6.2496 7.3582  0.36
H -19.2493 4.7977 6.5670  0.34
H -20.8574 4.7435 7.2760  0.34
H -19.1967 6.9826 4.9314  0.38
H -18.8780 7.9697 2.9129  0.44
H -20.1396 8.1534 1.6793  -0.04
H -19.1213 6.8127 1.6040  0.30
H -20.2747 7.4690 -2.6399  0.30
H -20.6352 5.0051 -2.9802  0.36
H -22.3223 4.2718 -4.6704  0.46
H -23.5060 5.8394 -6.0694  0.39
H -23.1455 8.2776 -5.7889  0.43
H -23.6237 8.0030 3.5922  0.97
H -25.6278 9.2763 4.3784  0.48
H -27.3562 9.9287 2.7790  0.43
H -27.0383 9.4803 0.4096  0.47
H -25.6400 8.8186 -1.4792  0.38
H -25.2517 7.1153 -1.1186  0.38
H -24.0032 8.3012 -1.2103  0.32
H -24.1623 4.6324 2.7662  0.32
H -24.6857 6.1339 3.4998  0.32
H -24.4904 4.7349 4.5688  0.36
H -22.6068 4.7532 5.8785  0.25

Cartesian forces (eV/Å) of the 6 atoms listed first:
Os 2.91 5.40 -0.44
Br -0.76 0.78 -0.40
C 1.95 -0.83 0.22
C -0.58 0.41 1.02
C 0.30 -0.89 -1.72
C -0.61 0.67 2.44

Calculated values
- expectation value of S² = 8.832
- highest occupied orbital energy (alpha / beta) (Ha) = -0.2626 / -0.3390
- 2S+1 = 6
- charge = +1
- energy above the lowest of the compared OMol25 structures with the same formula, charge and spin (kcal/mol) = 46.6
- orbital gap (alpha / beta) (hartree) = 0.160 / 0.108
- E (a.u.) = -5552.51010


5.
DFT (wB97M-V/def2-TZVPD) results for the molecule C2H3N3.

Each line ends with the Mulliken charge.
CARTESIAN COORDINATES (ANGSTROEM)
N 0.7330 -0.7886 0.3074  -0.25
C 0.7804 0.9653 -0.2283  0.12
N -0.4041 1.3061 -0.3791  -0.42
C -1.3158 0.0044 0.1417  -0.11
N -0.5539 -0.9597 0.4468  -0.23
H 1.1950 -1.4786 0.9382  0.25
H 1.8154 1.2865 -0.3836  0.32
H -2.3763 -0.1316 -0.1233  0.32

Cartesian forces (eV/Å) of the 6 atoms listed first:
N -0.20 1.74 -0.04
C -0.61 -2.85 1.09
N -0.28 -2.50 0.94
C 1.50 1.49 -1.47
N -0.67 0.00 -0.10
H 0.34 1.29 -0.75

Calculated values
- highest occupied orbital energy (Ha) = -0.3356
- charge = 0
- energy above the lowest of the compared OMol25 structures with the same formula, charge and spin (kcal/mol) = 67.2
- SMILES = c1nc[nH]n1
- orbital gap (hartree) = 0.379
- E (a.u.) = -242.16558


6.
DFT (wB97M-V/def2-TZVPD) results for C18H14BrI2N2OPt as an isolated structure.

Each line ends with the Mulliken charge.
CARTESIAN COORDINATES (ANGSTROEM)
Pt 1.0503 1.1428 0.6799  0.86
Br -3.0385 -3.4705 4.8753  -0.04
C -2.0435 -2.1520 4.1134  -0.06
C -1.5406 -1.1152 4.9692  -0.38
C -0.9793 -0.0780 4.4009  -0.58
C -0.7290 0.0298 2.9487  0.58
O 0.1275 1.0714 2.5460  -0.66
C -1.1095 -1.1301 2.1256  0.62
C -0.8629 -1.3547 0.5308  -0.39
N -0.0650 -0.5954 -0.0188  -0.25
C 0.1913 -0.8180 -1.3550  1.35
C -0.3755 -1.8748 -2.1097  -0.81
C -0.0320 -2.0434 -3.4554  -0.89
C 0.8829 -1.3051 -4.0327  -0.85
C 1.5235 -0.1416 -3.2729  0.83
C 2.4495 0.7292 -3.9196  -0.61
C 2.8768 1.8223 -3.2267  -0.79
C 2.4553 1.9507 -1.8837  0.46
N 1.6852 1.1456 -1.2578  -0.17
C 1.1266 0.1042 -1.9956  0.11
C -1.6447 -2.1606 2.6871  -0.41
H -1.7763 -0.8875 6.0197  0.37
H -0.5883 0.7838 4.9084  0.52
H -1.2576 -2.2530 -0.0584  -0.10
H -1.0094 -2.6409 -1.6083  0.34
H -0.4959 -2.7869 -4.0960  0.40
H 1.2758 -1.5236 -5.0546  0.36
H 2.7109 0.6191 -4.9220  0.51
H 3.6293 2.4670 -3.7725  0.32
H 2.8291 2.8018 -1.3323  0.21
H -1.9728 -2.9865 2.0480  0.45
I -3.8748 0.3536 -0.5316  0.06
C -2.6125 1.9099 0.1942  -0.18
I -2.3247 3.5366 -1.0127  0.14
H -1.6829 1.3359 0.3600  -0.46
H -2.8965 2.1472 1.2471  0.45
C 2.5136 2.2924 1.3109  -0.99
H 2.6020 2.1223 2.3447  0.38
H 2.9826 2.9524 0.6066  0.29

Cartesian forces (eV/Å) of the 6 atoms listed first:
Pt 0.05 -0.68 -0.25
Br -0.35 -0.57 -0.07
C 1.71 0.83 -0.44
C -2.29 -1.35 0.66
C 2.17 3.06 -4.02
C 3.50 1.80 -0.88

Calculated values
- expectation value of S² = 6.081
- highest occupied orbital energy (alpha / beta) (Ha) = -0.3437 / -0.4291
- 2S+1 = 5
- charge = +1
- energy above the lowest of the compared OMol25 structures with the same formula, charge and spin (kcal/mol) = 0.0
- orbital gap (alpha / beta) (hartree) = 0.219 / 0.193
- E (a.u.) = -4167.26686


Q: Which max |F| values were calculated for the entries above? A: 1.24, 0.53, 5.73, 6.15, 3.11, 7.08, in eV/Å.